Entry i
ORCA calculation (ωB97M-V/def2-TZVPD) on 8 unconnected molecules or ions with the total composition H16O8.

Each line ends with the Mulliken charge.
CARTESIAN COORDINATES (ANGSTROEM)
O 0.560 1.169 -0.265  -0.72
H 1.252 1.268 -0.947  0.29
H 0.050 0.295 -0.413  0.35
O 3.554 -2.036 -0.859  -0.61
H 4.488 -1.960 -1.079  0.31
H 3.144 -2.568 -1.482  0.30
O -0.537 0.018 1.593  -0.52
H -1.204 -0.658 1.777  0.26
H 0.128 -0.135 2.292  0.29
O -1.059 2.834 -0.341  -0.51
H -0.611 2.586 -1.083  0.29
H -1.546 3.549 -0.735  0.27
O -1.824 -2.641 1.174  -0.64
H -0.956 -2.275 1.428  0.31
H -2.467 -2.430 1.935  0.33
O -3.901 -1.920 -1.534  -0.65
H -4.234 -1.055 -1.046  0.33
H -2.988 -1.967 -1.223  0.32
O -2.913 1.703 0.139  -0.54
H -3.369 1.729 0.919  0.27
H -3.114 2.510 -0.353  0.28
O 6.142 0.541 0.295  -0.63
H 6.157 0.540 -0.630  0.29
H 5.248 0.904 0.437  0.33

As for the LUMO energy: 0.20 eV. The charge is 0. Its HOMO-LUMO gap is 10.0 eV.

***

Entry ii
ORCA calculation (ωB97M-V/def2-TZVPD) on 8 unconnected molecules or ions with the total composition H16O8.

Each line ends with the Mulliken charge.
CARTESIAN COORDINATES (ANGSTROEM)
O -0.663 -1.053 -0.010  -0.25
H 0.037 -1.570 -0.019  0.35
H -0.318 -0.265 0.477  0.37
H -1.038 -0.756 -0.870  0.54
O 0.253 1.181 1.169  -1.21
H 1.318 1.329 1.243  0.18
O 1.232 -2.164 1.385  -0.67
H 2.097 -1.868 1.065  0.31
H 1.217 -1.837 2.212  0.31
O 0.785 1.612 -1.365  -0.64
H 0.526 1.363 -0.497  0.43
H 1.690 1.801 -1.286  0.27
O -1.545 -0.763 -2.670  -0.60
H -2.444 -0.691 -2.599  0.26
H -1.329 -0.091 -3.170  0.29
O 1.419 -1.382 -2.537  -0.55
H 1.179 -0.639 -2.777  0.24
H 0.767 -1.878 -3.108  0.32
O 0.225 -0.274 3.345  -0.73
H -0.706 -0.546 3.522  0.30
H 0.188 0.348 2.517  0.40
O -1.540 3.097 1.264  -0.62
H -0.965 2.428 1.343  0.43
H -2.383 2.618 1.365  0.28

As for the LUMO energy: -0.22 eV. The charge is 0. Its HOMO-LUMO gap is 9.4 eV.

***

Energies in kJ/mol, measured from the most stable structure: entry i 0.0; entry ii 42.1.

***

Entry i
ORCA calculation (ωB97M-V/def2-TZVPD) on 8 unconnected molecules or ions with the total composition H16O8.

Each line ends with the Mulliken charge.
CARTESIAN COORDINATES (ANGSTROEM)
O -5.338 -11.401 -21.733  -0.50
H -6.236 -11.704 -21.778  0.21
H -5.295 -10.573 -22.197  0.44
O -7.881 -8.579 -22.118  -0.69
H -7.678 -7.885 -21.538  0.33
H -7.717 -9.377 -21.597  0.35
O -4.204 -10.566 -19.219  -0.64
H -3.284 -10.448 -19.375  0.32
H -4.465 -11.114 -19.943  0.29
O -4.845 -9.059 -22.639  -0.61
H -5.706 -8.644 -22.607  0.25
H -4.196 -8.413 -22.896  0.29
O -8.241 -11.202 -20.746  -0.71
H -8.320 -11.081 -19.766  0.34
H -9.025 -11.672 -21.064  0.31
O -7.014 -13.804 -20.143  -0.64
H -7.293 -13.009 -20.532  0.32
H -6.138 -13.734 -19.693  0.34
O -2.114 -10.583 -23.108  -0.62
H -2.995 -10.253 -23.283  0.32
H -1.530 -9.904 -23.365  0.28
O -2.317 -12.376 -21.013  -0.59
H -1.375 -12.630 -21.255  0.28
H -2.611 -12.027 -21.846  0.35

As for the LUMO energy: 0.10 eV. The charge is 0. Its HOMO-LUMO gap is 10.4 eV.

***

Entry ii
ORCA calculation (ωB97M-V/def2-TZVPD) on 8 unconnected molecules or ions with the total composition H16O8.

Each line ends with the Mulliken charge.
CARTESIAN COORDINATES (ANGSTROEM)
O 0.232 0.528 0.295  -0.57
H -0.688 0.327 0.504  0.32
H 0.730 0.109 1.007  0.26
O 2.997 -2.274 1.418  -0.63
H 2.915 -2.024 0.490  0.31
H 2.100 -2.514 1.676  0.30
O 2.946 -0.211 -1.174  -0.59
H 3.740 -0.745 -1.287  0.32
H 2.715 0.059 -2.070  0.29
O 0.134 -2.216 4.736  -0.64
H 0.879 -1.639 4.533  0.32
H -0.552 -1.614 5.046  0.32
O -1.905 -1.859 -0.800  -0.61
H -1.119 -2.362 -0.559  0.32
H -1.554 -1.049 -1.188  0.25
O -0.953 2.234 -2.793  -0.64
H -0.043 2.077 -2.517  0.29
H -1.337 2.731 -2.063  0.30
O -2.285 1.000 -3.200  -0.63
H -2.221 0.735 -2.276  0.32
H -1.408 0.821 -3.557  0.35
O -1.458 2.754 1.397  -0.61
H -0.738 3.384 1.282  0.32
H -1.078 2.061 1.949  0.30

As for the LUMO energy: -0.28 eV. The charge is 0. Its HOMO-LUMO gap is 8.3 eV.

***

Entry iii
ORCA calculation (ωB97M-V/def2-TZVPD) on 8 unconnected molecules or ions with the total composition H16O8.

Each line ends with the Mulliken charge.
CARTESIAN COORDINATES (ANGSTROEM)
O -24.532 12.070 21.935  -0.61
H -24.158 11.224 22.240  0.18
H -24.037 12.633 22.583  0.42
O -27.258 10.987 20.578  -0.69
H -27.858 11.304 19.937  0.30
H -27.031 11.725 21.131  0.30
O -20.870 11.696 22.198  -0.64
H -21.425 11.553 22.989  0.20
H -21.425 11.989 21.491  0.46
O -25.580 14.025 20.539  -0.67
H -25.256 13.298 21.092  0.47
H -25.008 14.792 20.600  0.28
O -22.383 12.169 20.192  -0.69
H -23.170 11.685 20.017  0.32
H -22.682 13.067 20.297  0.33
O -26.360 8.786 22.077  -0.66
H -25.504 9.145 22.414  0.34
H -26.689 9.503 21.558  0.44
O -23.547 9.658 22.721  -0.69
H -23.277 9.348 21.853  0.32
H -23.602 8.919 23.344  0.29
O -22.999 13.428 23.995  -0.62
H -22.392 12.797 24.383  0.29
H -22.564 14.296 24.124  0.30

As for the LUMO energy: -0.03 eV. The charge is 0. Its HOMO-LUMO gap is 10.7 eV.

***

Entry iv
ORCA calculation (ωB97M-V/def2-TZVPD) on 8 unconnected molecules or ions with the total composition H16O8.

Each line ends with the Mulliken charge.
CARTESIAN COORDINATES (ANGSTROEM)
O -11.441 -12.364 -23.439  -0.68
H -11.061 -11.845 -22.730  0.45
H -12.384 -12.223 -23.360  0.33
O -7.921 -11.649 -19.446  -0.75
H -8.578 -11.003 -19.706  0.33
H -7.822 -12.213 -20.212  0.56
O -11.054 -9.577 -20.100  -0.59
H -11.878 -9.271 -19.721  0.30
H -11.126 -10.532 -20.091  0.31
O -8.250 -13.058 -21.240  -0.78
H -7.709 -13.677 -20.749  0.29
H -7.921 -13.111 -22.137  0.22
O -10.093 -11.719 -21.442  -0.95
H -9.767 -12.227 -20.699  0.43
H -9.664 -12.108 -22.205  0.42
O -10.074 -14.994 -21.482  -0.70
H -9.692 -14.176 -21.802  0.54
H -9.387 -15.385 -20.942  0.25
O -10.800 -10.203 -23.019  -0.69
H -11.179 -9.453 -22.560  0.33
H -10.146 -10.550 -22.412  0.44
O -9.226 -13.336 -23.284  -0.75
H -10.109 -12.966 -23.303  0.38
H -9.313 -14.186 -23.716  0.34

As for the LUMO energy: 0.13 eV. The charge is 0. Its HOMO-LUMO gap is 10.7 eV.

***

Energies in kJ/mol, measured from the most stable structure: entry i 5.4; entry ii 309.9; entry iii 0.0; entry iv 349.6.

***

Entry i
ORCA calculation (ωB97M-V/def2-TZVPD) on 8 unconnected molecules or ions with the total composition H16O8.

Each line ends with the Mulliken charge.
CARTESIAN COORDINATES (ANGSTROEM)
O 2.298 -13.057 4.539  -0.64
H 1.377 -12.793 4.408  0.32
H 2.351 -13.321 5.468  0.30
O 2.116 -14.729 6.911  -0.63
H 1.910 -15.191 7.734  0.28
H 2.617 -15.366 6.382  0.30
O 5.313 -12.270 4.217  -0.61
H 4.355 -12.156 4.277  0.33
H 5.649 -11.970 5.070  0.30
O -0.537 -15.643 3.128  -0.63
H 0.002 -14.844 3.063  0.32
H -0.878 -15.632 4.028  0.31
O 3.323 -13.060 1.809  -0.59
H 3.093 -12.947 2.746  0.36
H 2.676 -12.545 1.319  0.27
O 0.975 -12.829 8.949  -0.64
H 0.284 -13.367 8.548  0.31
H 1.777 -12.979 8.418  0.38
O 3.730 -12.326 8.361  -0.68
H 4.279 -12.910 7.826  0.32
H 3.756 -12.704 9.250  0.33
O -0.146 -12.555 2.599  -0.63
H 0.422 -12.542 1.820  0.30
H -0.278 -11.624 2.823  0.32

As for the LUMO energy: -0.14 eV. The charge is 0. Its HOMO-LUMO gap is 11.0 eV.

***

Entry ii
ORCA calculation (ωB97M-V/def2-TZVPD) on 8 unconnected molecules or ions with the total composition H16O8.

Each line ends with the Mulliken charge.
CARTESIAN COORDINATES (ANGSTROEM)
O 0.067 -0.403 -0.250  -0.60
H -0.286 0.253 -0.911  0.31
H -0.770 -0.603 0.092  0.27
O 1.668 2.117 3.442  -0.63
H 1.023 1.434 3.188  0.43
H 1.127 2.848 3.572  0.26
O -3.827 -1.771 0.446  -0.62
H -3.541 -2.036 -0.359  0.30
H -4.551 -1.166 0.145  0.33
O -3.667 3.799 -2.733  -0.63
H -3.353 3.073 -2.192  0.30
H -3.589 3.436 -3.638  0.33
O 0.573 -0.894 -3.091  -0.59
H 1.242 -0.288 -2.869  0.36
H 0.013 -0.611 -2.354  0.25
O 4.076 -2.411 2.165  -0.63
H 3.564 -3.164 2.648  0.34
H 3.570 -2.302 1.392  0.29
O 2.729 -0.766 -2.426  -0.62
H 2.928 -0.278 -1.579  0.33
H 3.252 -1.492 -2.235  0.27
O -0.317 0.451 2.514  -0.66
H -0.981 1.048 2.735  0.29
H -0.950 -0.274 2.299  0.31

As for the LUMO energy: -0.47 eV. The charge is 0. Its HOMO-LUMO gap is 9.8 eV.

***

Energies in kJ/mol, measured from the most stable structure: entry i 0.0; entry ii 238.1.

***

Entry i
ORCA calculation (ωB97M-V/def2-TZVPD) on 8 unconnected molecules or ions with the total composition H16O8.

Each line ends with the Mulliken charge.
CARTESIAN COORDINATES (ANGSTROEM)
O -3.840 -12.147 23.247  -0.62
H -4.265 -12.623 23.968  0.30
H -4.351 -11.333 23.148  0.32
O -5.713 -9.144 17.098  -0.62
H -6.506 -9.690 17.025  0.31
H -5.257 -9.506 17.864  0.30
O -1.698 -9.450 20.731  -0.60
H -1.513 -8.649 20.227  0.31
H -1.059 -9.441 21.452  0.30
O -4.911 -10.823 20.388  -0.61
H -4.303 -10.169 20.022  0.22
H -4.482 -11.672 20.215  0.38
O -7.632 -10.540 19.034  -0.61
H -6.982 -11.031 19.560  0.33
H -8.463 -10.628 19.514  0.29
O -2.749 -14.704 20.701  -0.64
H -3.090 -13.891 20.308  0.35
H -2.183 -15.084 20.020  0.32
O -4.608 -6.438 19.367  -0.64
H -4.470 -7.348 19.087  0.30
H -5.509 -6.241 19.085  0.33
O -3.646 -13.250 18.302  -0.65
H -3.709 -13.104 17.350  0.28
H -3.947 -14.160 18.431  0.33

As for the LUMO energy: 0.20 eV. The charge is 0. Its HOMO-LUMO gap is 11.5 eV.

***

Entry ii
ORCA calculation (ωB97M-V/def2-TZVPD) on 8 unconnected molecules or ions with the total composition H16O8.

Each line ends with the Mulliken charge.
CARTESIAN COORDINATES (ANGSTROEM)
O 0.372 1.035 0.254  -0.54
H -0.186 0.583 -0.389  0.27
H 0.969 0.347 0.571  0.27
O -2.875 -0.512 -1.927  -0.63
H -2.869 0.396 -1.603  0.35
H -2.027 -0.868 -1.640  0.29
O 5.277 -0.776 -0.267  -0.63
H 5.104 -0.596 0.664  0.31
H 4.916 -1.659 -0.406  0.32
O -1.509 -2.915 -0.400  -0.52
H -2.306 -3.244 0.030  0.28
H -1.635 -1.960 -0.429  0.25
O 1.766 4.101 -1.244  -0.62
H 0.951 3.838 -1.686  0.31
H 1.471 4.436 -0.390  0.31
O -2.590 2.445 0.373  -0.58
H -3.073 1.835 0.942  0.31
H -2.558 3.263 0.881  0.28
O -0.529 0.070 2.886  -0.58
H -1.216 -0.135 2.242  0.31
H 0.290 -0.177 2.442  0.27
O 0.696 -2.838 -0.509  -0.61
H 1.275 -2.969 0.250  0.29
H 0.288 -3.700 -0.644  0.32

As for the LUMO energy: -0.20 eV. The charge is 0. Its HOMO-LUMO gap is 10.7 eV.

***

Entry iii
ORCA calculation (ωB97M-V/def2-TZVPD) on 8 unconnected molecules or ions with the total composition H16O8.

Each line ends with the Mulliken charge.
CARTESIAN COORDINATES (ANGSTROEM)
O 0.232 -0.251 1.626  -0.63
H 1.178 -0.432 1.636  0.33
H 0.014 -0.195 0.689  0.32
O -3.694 -1.087 3.240  -0.63
H -3.527 -0.343 2.650  0.31
H -3.598 -0.712 4.123  0.32
O 3.831 -3.198 -0.325  -0.65
H 3.902 -4.002 -0.851  0.33
H 4.338 -2.546 -0.823  0.32
O 0.811 -1.317 -1.096  -0.63
H 1.558 -1.870 -1.350  0.29
H 0.555 -1.651 -0.229  0.32
O -1.644 -1.695 -1.234  -0.59
H -1.488 -0.842 -0.813  0.24
H -2.372 -2.076 -0.730  0.33
O -0.800 4.381 -0.381  -0.64
H -0.607 3.744 -1.079  0.32
H -1.762 4.431 -0.369  0.32
O 4.825 2.723 0.739  -0.64
H 4.567 2.632 -0.185  0.32
H 3.988 2.826 1.207  0.32
O -3.573 0.519 -2.532  -0.64
H -2.855 -0.122 -2.579  0.37
H -3.795 0.554 -1.594  0.29

As for the LUMO energy: -0.13 eV. The charge is 0. Its HOMO-LUMO gap is 11.2 eV.

***

Entry iv
ORCA calculation (ωB97M-V/def2-TZVPD) on a molecular structure, H16O8.

Each line ends with the Mulliken charge.
CARTESIAN COORDINATES (ANGSTROEM)
O -0.549 3.019 -0.202  -0.64
H 0.369 3.238 -0.042  0.32
H -0.794 2.456 0.533  0.32
O -0.544 -1.363 2.062  -0.85
H -0.839 -0.744 2.730  0.23
H -1.122 -1.204 1.316  0.55
O 1.217 1.167 0.643  -0.70
H 1.802 1.616 0.033  0.34
H 1.798 0.627 1.180  0.21
O 1.466 -1.076 1.238  -0.76
H 1.804 -1.911 1.562  0.27
H 0.517 -1.147 1.337  0.47
O 1.714 -0.319 -1.434  -0.69
H 0.879 -0.128 -1.006  0.81
H 1.470 -0.708 -2.274  0.25
O -0.236 -0.162 -0.445  -0.97
H -0.376 0.777 -0.568  0.46
H 0.382 -0.219 0.283  0.20
O -1.894 -1.318 0.691  -0.61
H -1.876 -0.382 0.491  0.45
H -1.704 -1.745 -0.144  0.35
O -1.229 0.191 -2.500  -0.55
H -1.136 -0.652 -2.056  0.27
H -1.117 -0.013 -3.428  0.29

As for the LUMO energy: 0.17 eV. The charge is 0. Its HOMO-LUMO gap is 9.8 eV.

***

Energies in kJ/mol, measured from the most stable structure: entry i 0.0; entry ii 129.9; entry iii 63.7; entry iv 663.7.

***

Entry i
ORCA calculation (ωB97M-V/def2-TZVPD) on C2H2N3P in the gas phase.

Each line ends with the Mulliken charge.
CARTESIAN COORDINATES (ANGSTROEM)
N -3.259 -1.263 -0.673  -0.33
C -2.608 -0.486 -0.199  0.40
N -1.683 0.335 0.324  -0.43
C -0.485 0.192 0.265  0.52
N 0.709 0.113 0.450  -0.26
P 2.079 0.016 -0.559  -0.06
H 2.696 -0.282 0.652  0.09
H 2.550 1.375 -0.260  0.08

As for the LUMO energy: 0.26 eV. The charge is 0. Its HOMO-LUMO gap is 10.5 eV.

***

Entry ii
ORCA calculation (ωB97M-V/def2-TZVPD) on C2H2N3P in the gas phase.

Each line ends with the Mulliken charge.
CARTESIAN COORDINATES (ANGSTROEM)
N -3.781 -0.900 -0.576  -0.45
C -2.704 -0.536 -0.264  0.43
N -1.600 -0.216 0.270  -0.37
C -0.387 -0.212 0.123  0.50
N 0.770 -0.041 0.279  -0.17
P 2.244 0.204 -0.483  -0.09
H 3.159 0.199 0.593  0.07
H 2.299 1.503 0.058  0.08

As for the LUMO energy: 0.15 eV. The charge is 0. Its HOMO-LUMO gap is 10.1 eV.

***

Entry iii
ORCA calculation (ωB97M-V/def2-TZVPD) on C2H2N3P in the gas phase.

Each line ends with the Mulliken charge.
CARTESIAN COORDINATES (ANGSTROEM)
N -2.487 -1.283 -0.110  -0.39
C -1.423 -0.807 -0.173  0.38
N -0.214 -0.270 -0.422  -0.13
P 1.215 -1.001 0.171  -0.03
C -0.243 1.494 -0.265  0.23
N -0.178 2.556 0.064  -0.28
H 1.309 -0.508 1.516  0.10
H 2.021 -0.181 -0.781  0.12

As for the LUMO energy: -1.45 eV. The charge is 0. Its HOMO-LUMO gap is 9.3 eV.

***

Energies in kJ/mol, measured from the most stable structure: entry i 0.0; entry ii 15.6; entry iii 197.6.

***

Entry i
ORCA calculation (ωB97M-V/def2-TZVPD) on C5H6N2O3 in the gas phase.

Each line ends with the Mulliken charge.
CARTESIAN COORDINATES (ANGSTROEM)
H -2.581 -0.214 -1.540  0.29
N -1.843 -0.440 -2.209  -0.76
C -0.711 -0.006 -1.796  0.35
O 0.323 -0.461 -2.486  -0.50
C -0.415 0.194 -0.329  0.74
N -1.344 0.393 0.495  -0.45
C -0.989 0.611 1.882  -0.49
C 0.287 -0.135 2.266  -0.47
C 1.365 0.077 1.247  0.58
O 2.544 0.147 1.442  -0.54
O 0.924 0.146 -0.047  -0.32
H -0.128 -1.295 -2.946  0.36
H -1.821 0.291 2.518  0.33
H -0.870 1.697 2.031  0.31
H 0.091 -1.220 2.293  0.26
H 0.664 0.164 3.249  0.31

As for the LUMO energy: -0.08 eV. The charge is 0. Its HOMO-LUMO gap is 10.2 eV.

***

Entry ii
ORCA calculation (ωB97M-V/def2-TZVPD) on C5H6N2O3 in the gas phase.

Each line ends with the Mulliken charge.
CARTESIAN COORDINATES (ANGSTROEM)
C 1.039 1.486 -0.347  -0.23
C -1.313 1.556 -0.020  0.71
C 1.234 0.094 -0.798  -0.46
C 0.912 -0.780 0.474  -0.48
C -0.556 -0.790 0.861  -0.60
N -0.136 1.904 0.161  -0.37
N -1.525 -1.234 -0.017  0.96
O -2.667 -1.256 0.418  -0.58
O -2.462 1.408 0.039  -0.32
O -1.217 -1.550 -1.189  -0.64
H 1.894 2.226 -0.030  0.34
H 0.443 -0.055 -1.639  0.29
H 2.295 -0.175 -1.192  0.32
H 1.449 -1.773 0.123  0.31
H 1.593 -0.483 1.252  0.35
H -0.980 -0.577 1.904  0.41

As for the LUMO energy (spin up / spin down): -2.00 / -0.88 eV. The charge is 0. Its HOMO-LUMO gap (spin up / spin down) is 5.9 / 8.1 eV.

***

Energies in kJ/mol, measured from the most stable structure: entry i 0.0; entry ii 540.7.